(1)
C19H33Br6F2N4Ni2O15S2 | ωB97M-V with the def2-TZVPD basis set

Calculated values
LUMO energy (alpha / beta) ... -6.830 / -8.606 eV
Kohn-Sham gap (alpha / beta) ... 4.90 / 3.13 eV
Multiplicity ... 5
Expectation value of S² ... 6.04
HOMO level (alpha / beta) ... -0.4312 / -0.4312 Ha
Total charge ... +1

Each line ends with the Löwdin spin population.
CARTESIAN COORDINATES (ANGSTROEM)
Br -15.11 1.09 10.41  0.00
Br -12.37 0.52 14.04  0.00
Br -15.46 -7.76 13.55  0.00
Br -9.58 -7.15 11.01  0.00
Br -15.80 -6.25 16.82  0.00
Br -11.38 -6.98 14.09  0.00
Ni -19.23 -1.56 12.87  1.78
Ni -12.90 -3.49 8.84  1.00
S -18.60 1.48 13.29  0.00
S -19.49 0.71 15.34  0.01
F -19.83 -0.71 16.05  0.00
F -18.30 0.65 11.93  0.00
O -18.78 -1.90 10.93  0.07
O -15.34 2.04 5.71  0.00
O -13.61 -3.39 10.83  0.13
O -20.85 0.42 8.07  0.00
O -19.68 2.33 12.96  0.00
O -16.86 0.89 4.72  0.00
O -22.59 -4.26 7.97  0.00
O -18.37 1.10 16.12  0.01
O -14.95 -2.82 8.45  0.09
O -14.71 -2.59 17.42  0.00
O -20.66 -5.09 7.52  0.00
O -17.43 -2.31 13.14  0.10
O -19.70 1.16 6.41  0.00
O -20.74 1.37 15.47  0.01
O -17.32 1.97 13.62  0.00
N -19.13 0.02 13.95  0.05
N -21.38 -4.22 7.98  0.00
N -16.06 1.06 5.61  0.00
N -19.85 0.94 7.59  0.00
C -16.21 -1.64 16.00  0.00
C -15.43 -2.90 12.04  0.29
C -13.21 0.31 12.28  0.00
C -15.55 -5.84 14.02  0.00
C -14.90 -1.36 16.75  0.00
C -18.76 1.25 8.54  0.00
C -14.79 -5.62 15.31  0.00
C -11.19 -5.56 12.77  0.00
C -17.56 -2.17 10.78  0.03
C -15.52 -2.78 9.54  0.03
C -15.96 -0.03 6.64  0.00
C -16.79 -2.46 12.09  0.03
C -11.22 -6.16 11.38  0.00
C -20.72 -3.20 8.82  0.00
C -14.59 0.96 12.26  0.00
C -14.16 -2.39 18.74  0.00
C -13.90 -3.73 19.39  0.00
C -16.86 -2.31 9.54  0.30
C -14.80 -3.01 10.80  0.03
H -14.82 -4.31 19.46  0.00
H -10.28 -4.99 12.93  0.00
H -11.34 -5.38 10.62  0.00
H -14.99 -0.42 17.30  0.00
H -13.27 -0.76 12.12  0.00
H -14.10 -1.16 16.03  0.00
H -19.68 -3.43 9.00  0.00
H -14.53 1.96 12.69  0.00
H -14.99 -5.43 13.18  0.00
H -21.33 -3.14 9.72  0.00
H -13.63 -3.45 20.41  0.00
H -12.05 -4.90 12.87  0.00
H -12.55 0.84 11.60  0.00
H -16.54 -5.40 13.99  0.00
H -14.93 -3.14 12.97  0.01
H -16.37 -0.81 15.30  0.00
H -13.30 -1.72 18.80  0.00
H -15.59 -0.83 6.00  0.00
H -16.08 -2.50 15.34  0.00
H -15.21 0.21 7.38  0.00
H -17.25 -1.96 8.60  0.01
H -18.77 0.48 9.31  0.00
H -13.80 -6.07 15.27  0.00
H -15.32 0.38 12.81  0.00
H -17.77 1.30 8.10  0.00
H -12.01 -6.89 11.18  0.00
H -17.05 -1.77 16.68  0.00
H -18.90 2.21 9.02  0.00
H -14.52 -4.56 15.38  0.00
H -16.99 -0.09 6.97  0.00
H -15.03 -1.90 19.20  0.00
H -20.86 -2.21 8.38  0.00
H -13.17 -4.42 18.97  0.00



(2)
C15H23BrN2O3 | ωB97M-V with the def2-TZVPD basis set

Calculated values
LUMO energy ... 0.721 eV
ΔE to the lowest compared entry with this formula, charge and spin ... 27.6 kcal/mol
Kohn-Sham gap ... 9.07 eV
Multiplicity ... 1
HOMO level ... -0.3070 Ha
SMILES ... CCCCNCc1cc(OCC)c(OCC(N)=O)cc1Br

Each line ends with the natural charge from an NBO analysis.
CARTESIAN COORDINATES (ANGSTROEM)
Br 3.21 1.09 -0.32  0.04
O -3.94 0.09 -1.23  -0.62
O -2.45 0.61 1.74  -0.52
O -1.70 2.57 -0.16  -0.50
N -2.13 0.92 -2.28  -0.82
N 1.83 -2.59 0.98  -0.61
C 0.77 -2.27 -1.31  -0.42
C -2.97 -0.53 2.41  -0.06
C -0.20 -0.29 1.64  -0.30
C -3.19 -1.71 1.47  -0.65
C -1.18 0.61 1.26  0.32
C -1.59 -2.85 -2.00  -0.61
C 1.99 -2.67 -0.46  -0.22
C -0.84 1.63 0.35  0.24
C 0.48 1.74 -0.07  -0.26
C -0.37 -3.29 -1.22  -0.39
C -3.10 0.95 -1.35  0.65
C 1.12 -0.21 1.19  -0.06
C 2.09 -1.30 1.59  -0.24
C 1.44 0.84 0.35  -0.08
C -3.03 2.18 -0.44  -0.17
H -3.92 -0.19 2.81  0.20
H -3.73 -2.50 1.99  0.22
H -3.60 1.99 0.47  0.23
H -0.01 -4.25 -1.60  0.20
H 0.40 -1.29 -0.99  0.20
H -3.47 3.04 -0.97  0.21
H 0.93 -2.95 1.26  0.35
H 2.24 -3.72 -0.70  0.19
H -2.32 -0.81 3.25  0.17
H -3.78 -1.39 0.61  0.25
H -2.37 -3.62 -1.97  0.21
H -0.44 -1.09 2.32  0.22
H 3.11 -1.02 1.33  0.21
H -2.25 -2.11 1.10  0.20
H 2.04 -1.45 2.67  0.21
H 0.74 2.55 -0.74  0.24
H -1.45 1.66 -2.36  0.40
H -2.01 -1.93 -1.59  0.21
H -0.65 -3.44 -0.17  0.18
H -2.08 0.15 -2.93  0.41
H 2.85 -2.06 -0.74  0.20
H 1.09 -2.19 -2.35  0.20
H -1.33 -2.68 -3.05  0.20



(3)
C23H23N3O2 | ωB97M-V with the def2-TZVPD basis set

Calculated values
LUMO energy ... -0.726 eV
ΔE to the lowest compared entry with this formula, charge and spin ... 89.3 kcal/mol
Kohn-Sham gap ... 6.46 eV
Multiplicity ... 1
HOMO level ... -0.2641 Ha

Each line ends with the natural charge from an NBO analysis.
CARTESIAN COORDINATES (ANGSTROEM)
O 0.59 1.35 -2.57  -0.62
O 0.82 -2.49 -2.05  -0.63
N -0.35 -1.48 3.84  -0.34
N 1.16 -0.39 -1.11  -0.77
N -1.88 1.82 -1.22  -0.33
C -0.52 -1.19 0.16  0.15
C 3.06 -1.81 -1.70  -0.72
C 0.53 -0.44 3.59  0.13
C -3.35 0.01 -4.13  -0.20
C 0.56 -0.22 2.19  -0.03
C -1.84 3.24 -1.41  -0.40
C -0.68 -1.95 5.18  -0.40
C 1.38 0.26 4.46  -0.25
C -0.84 -1.96 2.67  0.01
C -2.05 -0.37 -1.69  -0.08
C -1.40 1.18 -0.12  0.09
C 1.39 0.74 1.66  -0.22
C -1.34 -0.20 -0.41  -0.17
C 1.56 -1.60 -1.65  0.71
C 2.26 1.44 2.50  -0.23
C -2.97 1.14 -3.40  -0.26
C 2.84 1.31 -1.88  -0.72
C 1.45 0.73 -1.90  0.69
C -2.33 -1.48 -2.48  -0.16
C -2.33 0.91 -2.18  0.24
C -3.04 -1.28 -3.68  -0.23
C -0.29 -1.21 1.58  -0.15
C 2.26 1.20 3.89  -0.21
H 1.36 0.06 5.51  0.21
H 0.13 -1.69 5.86  0.22
H 3.49 -1.26 -2.55  0.22
H 2.96 1.74 4.52  0.22
H -1.60 -1.50 5.56  0.20
H -3.88 0.15 -5.07  0.22
H -3.35 -2.15 -4.25  0.22
H 2.93 2.04 -2.69  0.23
H 1.36 0.86 0.58  0.24
H -1.01 1.71 0.74  0.23
H -1.99 -2.44 -2.11  0.22
H 3.05 1.83 -0.94  0.23
H 3.25 -2.87 -1.85  0.23
H -0.80 3.58 -1.55  0.22
H -2.42 3.50 -2.30  0.22
H 3.56 -1.50 -0.77  0.22
H -2.27 3.70 -0.52  0.21
H -3.17 2.16 -3.71  0.21
H -0.82 -3.03 5.16  0.21
H -0.40 -2.10 -0.41  0.26
H -1.58 -2.78 2.64  0.22
H 3.62 0.56 -2.04  0.22
H 2.95 2.17 2.04  0.21



(4)
C4H11NO2 | ωB97M-V with the def2-TZVPD basis set

Calculated values
LUMO energy ... 0.876 eV
ΔE to the lowest compared entry with this formula, charge and spin ... 27.3 kcal/mol
Kohn-Sham gap ... 9.83 eV
Multiplicity ... 1
HOMO level ... -0.3292 Ha
SMILES ... C[C@H](O)CNCO

Each line ends with the natural charge from an NBO analysis.
CARTESIAN COORDINATES (ANGSTROEM)
O 3.24 -0.06 -0.65  -0.74
O -1.32 1.33 1.08  -0.73
N 1.19 0.15 0.61  -0.64
C 0.08 0.02 -0.31  -0.23
C 2.38 -0.59 0.35  0.09
C -2.41 -0.02 -0.60  -0.63
C -1.27 0.09 0.41  0.09
H 2.99 -0.61 1.25  0.18
H -2.46 0.90 -1.19  0.21
H -2.01 1.34 1.75  0.47
H 1.37 1.11 0.83  0.38
H 2.81 -0.11 -1.51  0.46
H -1.33 -0.76 1.10  0.16
H -2.23 -0.86 -1.26  0.21
H -3.35 -0.19 -0.08  0.21
H 0.14 -0.95 -0.82  0.19
H 0.08 0.83 -1.06  0.18
H 2.10 -1.62 0.10  0.15